(1)
Computed, not measured: a molecular structure, C16H25ClF12NbO7S, with the ωB97M-V functional and the def2-TZVPD basis.

HOMO level ... -6.2 eV
Frontier orbital gap ... 8.07 eV
LUMO level ... 1.836 eV
Total charge ... -1

Last column: Löwdin charge in e.
Element x y z (Å)
C (3.094, 2.560, -0.345)  -0.122
C (2.373, 3.488, -1.322)  -0.796
Cl (2.657, 5.235, -0.905)  0.512
C (0.903, 3.142, -1.486)  -0.345
Nb (-0.670, 3.978, -0.102)  1.388
O (-0.768, 5.788, -0.687)  -0.416
C (-2.546, 3.568, -1.459)  -0.405
F (-2.227, 4.244, -2.651)  -0.024
F (-2.553, 2.211, -1.788)  -0.005
C (-4.051, 3.858, -1.212)  -0.387
F (-4.696, 3.701, -2.413)  0.101
F (-4.573, 2.939, -0.366)  0.118
C (-4.511, 5.284, -0.762)  -0.321
F (-3.873, 6.215, -1.508)  0.140
F (-5.840, 5.351, -1.045)  0.126
C (-4.402, 5.714, 0.749)  -0.542
F (-3.268, 6.378, 0.959)  0.154
F (-5.413, 6.537, 1.054)  0.160
F (-4.474, 4.661, 1.568)  0.159
S (-0.502, 1.505, 0.637)  0.528
O (0.628, 1.459, 1.567)  -0.434
O (-0.509, 0.502, -0.423)  -0.426
C (-1.885, 0.897, 1.744)  -0.730
F (-1.660, -0.405, 1.950)  0.090
F (-3.093, 1.036, 1.175)  0.099
F (-1.906, 1.517, 2.923)  0.107
H (3.679, 1.818, -0.898)  0.077
H (2.391, 2.051, 0.311)  0.040
H (3.792, 3.121, 0.280)  0.060
H (2.844, 3.404, -2.306)  0.079
H (0.862, 2.048, -1.447)  0.028
H (0.545, 3.419, -2.491)  0.061
H (-1.763, 3.902, 1.345)  -0.038
H (0.452, 4.410, 1.246)  -0.051
H (-0.666, 5.889, -1.646)  0.025
O (0.548, -7.063, 2.088)  0.092
C (-0.294, -6.220, 1.927)  -0.531
O (-0.194, -5.415, 0.856)  -0.023
C (-1.242, -4.506, 0.469)  -0.223
C (-1.201, -3.197, 1.223)  -0.062
C (-1.409, -6.005, 2.927)  0.010
H (-2.211, -4.999, 0.562)  0.111
H (-1.070, -4.341, -0.593)  0.123
H (-1.358, -3.343, 2.292)  0.071
H (-1.971, -2.525, 0.852)  0.081
H (-0.237, -2.708, 1.090)  0.090
H (-1.031, -5.362, 3.721)  0.097
H (-1.664, -6.971, 3.354)  0.087
H (-2.305, -5.554, 2.513)  0.068
O (4.846, -1.143, -1.351)  0.106
C (4.654, -2.322, -1.248)  -0.526
O (3.464, -2.822, -1.639)  0.005
C (3.225, -4.228, -1.755)  -0.237
C (2.833, -4.895, -0.452)  -0.057
C (5.689, -3.246, -0.637)  0.008
H (4.089, -4.715, -2.211)  0.109
H (2.409, -4.298, -2.472)  0.122
H (3.634, -4.831, 0.284)  0.071
H (2.606, -5.948, -0.619)  0.087
H (1.953, -4.423, -0.022)  0.067
H (5.573, -3.212, 0.446)  0.095
H (6.671, -2.857, -0.891)  0.086
H (5.624, -4.280, -0.962)  0.064



(2)
Computed, not measured: 2 unconnected molecules or ions with the total composition C2H8S2, with the ωB97M-V functional and the def2-TZVPD basis.

HOMO level ... -9.2 eV
Frontier orbital gap ... 9.95 eV
LUMO level ... 0.784 eV
Total charge ... 0
Relative energy (zero: lowest compared OMol25 entry of this formula, charge and spin) ... 16.8 kJ/mol

Last column: Löwdin charge in e.
Element x y z (Å)
C (0.503, -0.996, 1.177)  -0.186
C (0.969, -1.013, -0.266)  -0.629
S (1.459, 0.615, -0.897)  0.666
H (1.293, -0.670, 1.855)  0.072
H (-0.377, -0.371, 1.328)  0.064
H (0.212, -2.005, 1.478)  0.072
H (0.182, -1.382, -0.923)  0.057
H (1.854, -1.644, -0.362)  0.060
H (0.876, 1.354, 0.048)  -0.161
S (-2.870, 2.100, -1.441)  0.464
H (-1.616, 1.833, -1.838)  -0.246
H (-2.486, 2.179, -0.159)  -0.232



(3)
Computed, not measured: 2 unconnected molecules or ions with the total composition C3H7N4, with the ωB97M-V functional and the def2-TZVPD basis.

HOMO level (alpha / beta) ... -15.3 / -14.4 eV
Frontier orbital gap (alpha / beta) ... 8.21 / 8.66 eV
LUMO level (alpha / beta) ... -7.039 / -5.693 eV
Total charge ... +1
Relative energy (zero: lowest compared OMol25 entry of this formula, charge and spin) ... 609.8 kJ/mol

Last column: Löwdin charge in e.
Element x y z (Å)
C (0.505, -0.323, -1.381)  -0.063
C (1.562, -1.076, 0.387)  -0.066
C (0.058, 0.916, -0.666)  -0.114
N (1.360, -1.145, -0.967)  0.145
N (0.884, -0.313, 1.223)  0.098
N (-1.879, -0.219, 0.698)  0.142
N (0.155, 0.603, 0.722)  -0.053
H (0.084, -0.497, -2.309)  0.116
H (2.266, -1.896, 0.597)  0.149
H (0.602, 1.842, -1.010)  0.174
H (-1.071, 1.004, -0.870)  0.140
H (-2.520, 0.661, 0.779)  0.089
H (-2.076, -0.945, 1.382)  0.033
H (0.069, 1.389, 1.414)  0.210



(4)
Computed, not measured: 2 unconnected molecules or ions with the total composition C2H6S2, with the ωB97M-V functional and the def2-TZVPD basis.

HOMO level ... -9.4 eV
Frontier orbital gap ... 9.80 eV
LUMO level ... 0.355 eV
Total charge ... 0
Relative energy (zero: lowest compared OMol25 entry of this formula, charge and spin) ... 123.3 kJ/mol

Last column: Löwdin charge in e.
Element x y z (Å)
C (-0.186, -1.872, 0.491)  -0.072
C (-0.574, -0.855, 1.261)  -0.099
H (-0.830, -2.450, -0.152)  0.045
H (0.886, -2.003, 0.415)  0.045
H (-1.572, -0.468, 1.385)  0.044
H (0.230, -0.338, 1.774)  0.042
S (0.744, 1.475, -2.310)  0.206
S (-0.443, 2.444, -0.967)  0.203
H (1.933, 2.112, -2.168)  -0.197
H (-0.189, 1.956, 0.270)  -0.217